(1)
85
Properties=species:S:1:pos:R:3:forces:R:3 method="wB97M-V/def2-TZVPD" smiles="CCCC[C@H]1[C@@H](CC(=O)O)[C@H](COC(C)=O)O[C@@H]1P(O)I.CC#N.CC#N.CC#N.CC#N.CC#N.CC#N.CC#N" lumo_ev=-0.14
C 5.36228 2.80595 3.09222 -0.1 -0.7 0.4
C 4.52852 1.46325 3.27066 0.0 1.0 -0.6
C 3.92386 1.08166 1.87393 -0.1 -0.1 -0.1
C 2.69671 0.09721 1.94249 0.3 0.5 0.1
C 1.46832 0.88000 2.50454 -0.2 -0.8 0.1
C 0.64739 1.83512 1.56150 -1.1 -0.5 0.0
C -0.20507 1.22331 0.38672 0.6 0.2 -0.3
C -1.00555 2.37837 -0.31106 -0.5 0.3 -0.1
O -2.18578 2.28375 -0.53821 0.6 -0.5 0.3
O -0.37773 3.59949 -0.67527 -0.8 -5.0 2.7
C -0.39975 2.32893 2.65238 0.8 0.8 -0.5
C 0.20629 3.66017 3.27502 0.0 -0.2 0.2
O 0.74643 3.45904 4.60353 -1.6 0.5 -0.4
C -0.17564 3.74778 5.60049 -0.1 0.8 0.9
C -1.70000 3.46374 5.47482 0.5 -0.3 -1.0
O 0.23805 4.27900 6.59825 0.0 -0.6 -0.4
O -0.57643 1.20668 3.55269 0.3 0.0 -0.2
C 0.26679 0.11262 3.12646 -0.5 -0.6 -0.8
P 0.58903 -1.07757 4.55908 0.4 0.9 1.8
O -0.85853 -1.18306 5.39591 0.5 0.1 -1.7
I 0.87579 -3.23433 3.41556 -0.3 0.2 -0.2
H 5.39990 3.36058 4.06198 0.4 -0.5 -0.8
H 6.37726 2.53035 2.71854 -0.6 0.6 0.4
H 4.88359 3.49620 2.35807 0.3 -0.6 0.5
H 5.16368 0.62071 3.63503 -0.4 0.7 -0.2
H 3.77246 1.66755 4.06406 0.2 -0.3 -0.7
H 3.60076 2.00609 1.31960 0.3 -0.7 0.6
H 4.76992 0.65957 1.26669 -0.9 0.2 0.4
H 2.48357 -0.34520 0.93609 0.2 0.2 0.9
H 2.98991 -0.72556 2.64279 -0.5 0.5 -0.6
H 1.82076 1.49961 3.36617 -0.1 -0.3 -0.7
H 1.30125 2.58843 1.06953 -0.6 -0.1 0.8
H 0.47249 0.69676 -0.33872 -0.6 0.5 0.4
H -0.98409 0.50573 0.73371 0.6 0.6 -0.3
H -0.69740 4.23975 -0.02055 0.0 0.1 -0.6
H -1.43881 2.56300 2.32069 0.8 -0.2 -0.3
H -0.54031 4.49683 3.28066 0.5 -0.8 0.1
H 1.05245 4.03513 2.64434 -0.6 -0.5 0.6
H -1.85564 2.36662 5.34280 0.1 0.8 0.3
H -2.13087 3.94098 4.55542 0.3 -0.3 0.9
H -2.17967 3.86838 6.38908 0.4 -0.4 -0.7
H -0.25324 -0.55176 2.37885 0.3 0.9 0.3
H -1.62006 -1.20419 4.78441 0.2 0.0 0.4
C 3.06040 -5.70520 0.20818 0.2 0.4 0.1
C 3.40795 -4.31256 0.55763 -0.1 -0.3 0.0
N 3.67468 -3.22758 0.83129 -0.1 -0.3 -0.2
H 2.26201 -6.06431 0.85684 0.0 0.1 0.0
H 2.72387 -5.74703 -0.82719 0.0 0.0 0.1
H 3.93155 -6.34852 0.32760 0.0 0.1 0.0
C 1.71728 -2.92270 -3.21821 0.2 -0.6 0.4
C 1.40843 -4.33811 -2.92778 0.1 0.3 0.0
N 1.16962 -5.44170 -2.70117 0.1 0.4 -0.1
H 2.66263 -2.64868 -2.74841 -0.1 -0.1 0.1
H 1.79600 -2.77295 -4.29004 0.0 -0.1 0.1
H 0.92720 -2.28478 -2.82714 0.0 -0.1 0.0
C -0.60505 -7.56461 -4.87854 -0.1 -0.1 -0.5
C -1.02535 -7.88719 -6.25951 0.1 0.0 0.3
N -1.35217 -8.13786 -7.33338 0.1 0.1 0.3
H -0.09798 -6.60131 -4.85987 0.0 -0.1 0.0
H -1.47681 -7.51999 -4.22716 0.0 0.0 0.0
H 0.07516 -8.33095 -4.50977 0.0 0.0 0.0
C -1.74087 -0.43264 -4.61091 0.4 -0.3 -0.2
C -0.57807 -1.19976 -5.10602 -0.2 0.2 0.0
N 0.32905 -1.79863 -5.48257 -0.6 0.4 -0.2
H -2.04211 -0.80706 -3.63252 0.0 0.0 0.0
H -1.47958 0.62133 -4.52347 0.0 0.0 0.0
H -2.57527 -0.53626 -5.30454 0.1 0.0 0.0
C -5.57913 0.18798 -3.20598 -0.1 0.1 -1.0
C -6.02031 -0.10975 -4.58717 0.0 0.2 0.2
N -6.36328 -0.34490 -5.66046 0.2 0.0 0.3
H -5.06791 1.15046 -3.17943 0.0 0.0 0.0
H -6.43952 0.22521 -2.54104 0.1 0.0 0.0
H -4.89790 -0.58475 -2.86073 -0.2 0.4 -0.3
C -5.48256 -3.72299 -1.65348 0.1 0.5 0.1
C -5.12037 -2.33805 -1.28487 0.0 -0.4 0.3
N -4.83883 -1.25923 -0.99750 0.0 -0.9 0.5
H -6.26850 -4.08719 -0.99322 0.0 0.1 0.0
H -5.84002 -3.75064 -2.68279 0.0 0.0 0.0
H -4.61090 -4.36971 -1.56108 0.0 0.1 0.0
C 0.77346 7.85118 -2.15026 -0.1 -0.5 0.1
C 0.41060 6.46208 -1.79258 0.1 0.2 -0.1
N 0.12750 5.37756 -1.51432 1.2 4.1 -1.7
H 1.69318 8.13632 -1.64089 0.0 0.0 0.0
H 0.92343 7.92846 -3.22638 0.0 0.0 0.0
H -0.02439 8.53030 -1.85212 0.0 0.0 0.0



(2)
10
Properties=species:S:1:pos:R:3:forces:R:3 method="wB97M-V/def2-TZVPD" relative_energy_ev=3.3594 smiles="CN(O)C=O" lumo_ev=0.66
C 0.52942 -1.05745 0.08131 -1.0 -1.9 3.6
N -0.31919 0.07461 -0.15221 0.4 0.1 2.8
O -0.25128 0.34783 -1.49402 -4.1 0.4 -1.3
C -0.24742 1.20812 0.65897 -0.7 -2.3 1.4
O -0.22595 1.21140 1.86170 0.7 -0.7 0.5
H 1.44690 -0.72081 -0.23625 2.7 0.1 -0.4
H 0.24198 -1.88638 -0.51181 -0.6 -0.6 -0.9
H 0.55271 -1.55143 1.17564 -0.1 2.0 -2.2
H -1.28451 0.27708 -1.57638 3.0 0.4 -1.3
H -0.44267 2.09703 0.19305 -0.3 2.4 -2.2



(3)
55
Properties=species:S:1:pos:R:3:forces:R:3 method="wB97M-V/def2-TZVPD" relative_energy_ev=1.7105 lumo_ev=-1.68
W 0.67521 -0.76798 -1.39641 -0.1 0.3 -0.3
F -4.13231 1.73851 -5.89428 0.0 0.0 0.0
C -3.37567 0.89244 -5.19545 -0.1 0.0 0.0
C -2.00814 0.86540 -5.38546 0.1 0.0 0.0
F -1.44909 1.69200 -6.27358 0.0 0.0 0.0
C -1.22835 -0.01578 -4.65666 0.0 0.0 0.0
F 0.08614 -0.01457 -4.88442 0.1 0.1 0.0
C -1.76975 -0.87814 -3.71569 -0.2 -0.1 0.2
S -0.79590 -2.01763 -2.75719 0.0 0.0 0.1
C -3.15179 -0.83306 -3.55330 0.0 0.1 -0.1
F -3.75837 -1.63516 -2.67393 0.0 0.0 0.0
C -3.95265 0.03393 -4.27555 0.0 0.0 0.0
F -5.27382 0.05282 -4.08847 0.0 0.0 0.0
N 2.06461 -2.18727 8.84522 0.0 0.0 0.0
C 1.86939 -2.05372 7.72114 0.0 0.0 0.0
C 1.62489 -1.88572 6.31315 0.0 0.0 0.0
C 2.66204 -2.07050 5.40287 0.0 0.0 0.0
C 2.42159 -1.91297 4.04943 0.0 0.0 0.0
C 1.15191 -1.56399 3.59601 0.0 0.0 0.0
C 0.12183 -1.37031 4.51414 0.0 0.0 0.0
C 0.35206 -1.53766 5.86775 0.0 0.0 0.0
C 0.89566 -1.37757 2.14673 0.0 0.0 -0.1
C 1.08402 -2.44729 1.28769 0.0 0.0 -0.1
C 1.41956 -3.78214 1.67428 0.0 0.0 0.1
C 1.48136 -4.54492 0.54272 0.0 0.0 0.0
C 1.15063 -3.68275 -0.53054 0.0 -0.1 0.0
N 0.91412 -2.44603 -0.12234 0.0 0.0 0.0
C 0.47958 -0.09369 1.72080 -0.1 0.0 0.2
C 0.25116 1.12501 2.39039 0.1 0.0 -0.1
C -0.09558 2.08392 1.42547 0.0 0.0 0.0
C -0.06218 1.40379 0.20753 0.1 0.0 0.2
N 0.26984 0.12659 0.39272 0.0 0.1 0.1
H 3.64829 -2.33428 5.75895 0.0 0.0 0.0
H 3.22326 -2.04946 3.33557 0.0 0.0 0.0
H -0.86567 -1.10463 4.16028 0.0 0.0 0.0
H -0.44797 -1.40227 6.58240 0.0 0.0 0.0
H 1.55578 -4.11023 2.69196 0.0 0.0 0.0
H 1.69543 -5.59720 0.46241 0.0 0.0 0.0
H 1.06698 -3.94261 -1.57573 0.0 0.1 0.0
H 0.34135 1.29182 3.45185 0.0 0.0 0.0
H -0.33371 3.12284 1.58117 0.0 0.0 0.0
H 1.62794 2.66667 -1.19530 0.1 0.0 -0.1
C 0.50548 4.90981 -2.71933 0.0 0.0 0.0
N 0.01648 3.93742 -1.76099 -0.2 0.0 0.0
C -1.34317 3.58933 -1.80484 0.2 0.0 0.0
C -1.53641 2.31652 -1.47548 -0.1 0.0 0.0
N -0.25646 1.69275 -1.18432 0.2 -0.3 -0.4
C 0.71197 2.65550 -1.78169 -0.1 -0.1 0.2
H -0.10005 5.81251 -2.66225 0.0 0.0 0.0
H 0.48232 4.52714 -3.74897 0.0 0.0 0.0
H 1.53192 5.17678 -2.47064 0.0 0.0 0.0
H -2.08831 4.32728 -2.05799 0.0 0.0 0.0
H -2.44791 1.76391 -1.33312 0.0 0.0 0.0
H 0.91878 2.34629 -2.81573 0.0 0.0 0.0
O 2.17167 -0.49148 -2.13296 0.1 0.0 0.0



(4)
71
Properties=species:S:1:pos:R:3:forces:R:3 method="wB97M-V/def2-TZVPD" relative_energy_ev=0.0000 spin_multiplicity=2 lumo_ev="-1.37 / -2.55"
Cs 0.12974 -1.61390 1.33702 0.0 0.0 0.2
C -0.25610 -6.16172 -1.40589 0.0 0.0 0.0
C -0.83193 -5.27340 -0.48238 0.0 0.0 0.0
N -0.00780 -4.28336 -0.18542 0.0 0.1 0.0
N 1.11483 -4.50936 -0.89989 0.0 0.0 0.0
C 0.98852 -5.63102 -1.64413 0.0 0.0 0.0
B 2.32922 -3.58238 -0.87576 0.0 0.0 0.0
N 2.04386 -2.22475 -1.57706 0.0 -0.1 0.0
C 2.97072 -1.39208 -2.09545 0.0 0.0 0.0
C 2.32760 -0.28542 -2.59790 0.0 0.0 0.0
C 0.97242 -0.54911 -2.34757 0.0 0.0 0.0
N 0.80133 -1.71201 -1.73340 0.1 0.1 0.1
N 2.81100 -3.31942 0.59386 -0.1 0.0 0.0
C 3.85243 -2.52608 0.93412 0.0 0.0 -0.1
C 4.03609 -2.61337 2.29423 0.0 0.0 0.0
C 3.03652 -3.51202 2.70994 0.0 0.0 0.0
N 2.30927 -3.93589 1.68679 0.0 -0.1 0.0
N 3.50270 -4.25869 -1.60198 0.0 0.0 0.0
C 4.38571 -5.12901 -1.05711 0.0 0.0 0.0
C 5.11286 -5.68883 -2.07883 0.0 0.0 0.0
C 4.58184 -5.09273 -3.23889 0.0 0.0 0.0
N 3.61088 -4.24349 -2.94965 0.0 0.0 0.0
H -0.68027 -7.05446 -1.83098 0.0 0.0 0.0
H -1.80548 -5.31841 -0.01817 0.0 0.0 0.0
H 1.78414 -5.96065 -2.29064 0.0 0.0 0.0
H 4.01159 -1.66668 -2.11819 0.0 0.0 0.0
H 2.76591 0.55854 -3.10144 0.0 0.0 0.0
H 0.11259 0.04793 -2.61093 0.0 0.0 0.0
H 4.40186 -1.98414 0.18293 0.0 0.0 0.0
H 4.79062 -2.12467 2.88685 0.0 0.0 0.0
H 2.81396 -3.86625 3.70501 0.0 0.0 0.0
H 4.42448 -5.28573 0.00859 0.0 0.0 0.0
H 5.90762 -6.41025 -2.00027 0.0 0.0 0.0
H 4.86980 -5.24385 -4.26777 0.0 0.0 0.0
Br -3.26384 10.59996 -3.65550 0.0 0.0 0.0
C -3.50081 8.95404 -2.76671 0.0 0.0 0.0
C -4.30143 7.97662 -3.34384 0.0 0.0 0.0
C -4.47283 6.77514 -2.68708 0.0 0.0 0.0
C -3.84776 6.54232 -1.45577 -0.1 0.1 0.0
C -3.03980 7.54103 -0.89097 0.0 0.0 0.0
C -2.87033 8.74311 -1.54532 0.0 0.0 0.0
N -4.05381 5.29595 -0.89013 0.0 -0.1 0.0
N -3.59424 5.15186 0.30802 0.0 0.2 0.0
C -3.13680 4.02551 0.78341 -0.1 -0.2 0.1
C -2.92140 4.03379 2.22053 0.0 0.0 -0.1
C -2.32677 3.02854 2.87088 0.1 0.0 0.0
C -1.79583 1.87405 2.14068 -0.1 -0.1 0.0
O -1.04896 1.07220 2.66324 0.0 -0.1 0.0
C -2.22012 1.73444 0.70355 0.2 0.1 0.1
N -1.94732 0.56288 0.13610 0.0 0.0 0.0
C -2.27409 0.38699 -1.13606 0.0 0.0 0.0
C -2.86134 1.38680 -1.90382 0.0 0.0 0.0
C -3.12788 2.60958 -1.32307 0.0 0.0 0.0
C -2.81858 2.80660 0.02786 -0.2 -0.1 0.0
H -4.78354 8.16148 -4.29312 0.0 0.0 0.0
H -5.09440 5.99535 -3.10693 0.0 0.0 0.0
H -2.56040 7.36276 0.06096 0.0 0.0 0.0
H -2.25305 9.51969 -1.11604 0.0 0.0 0.0
H -3.26144 4.92219 2.73734 0.0 0.0 0.0
H -2.14688 3.05342 3.93707 0.0 0.0 0.0
H -2.03878 -0.58249 -1.56338 0.0 0.0 0.0
H -3.09870 1.20294 -2.94249 0.0 0.0 0.0
H -3.58142 3.40260 -1.89623 0.0 0.0 0.0
S -0.09451 -1.80711 7.20771 0.0 0.0 0.0
C 1.44097 -1.36590 6.60148 0.0 0.0 0.0
C 1.39547 -1.29886 5.24690 0.0 0.0 0.0
N 0.17831 -1.58572 4.68180 0.0 -0.1 0.0
C -0.68990 -1.86870 5.60289 0.0 0.0 0.0
H 2.28040 -1.18518 7.25100 0.0 0.0 0.0
H 2.23047 -1.04956 4.60833 0.0 0.0 0.0
H -1.71719 -2.13164 5.39707 0.0 0.0 0.0